(1)
{"formula": "C17H17ClF4N2Os", "method": "ωB97M-V/def2-TZVPD", "species": ["Os", "Cl", "F", "F", "F", "F", "N", "N", "C", "C", "C", "C", "C", "C", "C", "C", "C", "C", "C", "C", "C", "C", "C", "C", "C", "H", "H", "H", "H", "H", "H", "H", "H", "H", "H", "H", "H", "H", "H", "H", "H", "H"], "coordinates": [[0.0575, -0.4753, -0.3233], [4.8518, -3.1210, -2.9643], [4.8339, 0.6926, -0.1484], [3.3482, 4.1660, 2.6476], [2.2696, -0.1214, -0.4605], [0.8400, 3.3836, 2.3724], [0.2035, 1.1086, 0.6201], [-1.9945, -0.2518, 0.1041], [1.7893, 2.7164, 1.7226], [1.0245, -2.7314, -2.1227], [2.2584, -2.8811, -0.0100], [3.8781, 1.3805, 0.4615], [3.4225, -3.0065, -0.7029], [-0.2175, -2.5971, -0.0062], [3.4061, -2.9750, -2.1160], [4.1606, 2.4753, 1.2555], [1.0151, -2.7474, -0.6981], [-2.1556, 1.2179, 0.3430], [1.4888, 1.6303, 0.9117], [2.5708, 0.9948, 0.3094], [2.2003, -2.8349, -2.8204], [-2.3745, -0.9618, 1.3568], [3.1140, 3.1242, 1.8731], [-2.9249, -0.6658, -0.9748], [-1.0157, 1.7224, 1.1942], [-1.6806, -0.7201, 2.1584], [0.0828, -2.6769, -2.6603], [4.3666, -3.1403, -0.1921], [-3.1237, 1.4110, 0.8056], [2.2128, -2.8393, -3.9017], [-3.9459, -0.3832, -0.7130], [-0.9421, 2.8039, 1.1037], [-3.3793, -0.6591, 1.6580], [-0.2675, -2.9075, 1.0313], [5.1782, 2.8133, 1.3985], [-1.1205, 1.4909, 2.2546], [-1.0941, -2.8799, -0.5886], [-2.3769, -2.0350, 1.1938], [-2.6499, -0.1716, -1.9056], [-2.8894, -1.7459, -1.1037], [2.2606, -2.9124, 1.0733], [-2.1258, 1.7127, -0.6283]], "nbo_charge": [1.00, 0.20, -0.27, -0.26, -0.31, -0.27, -0.41, -0.37, 0.34, -0.11, -0.08, 0.36, -0.23, -0.49, 0.08, -0.28, -0.16, -0.24, -0.01, 0.32, -0.24, -0.43, 0.38, -0.43, -0.26, 0.23, 0.25, 0.27, 0.24, 0.27, 0.24, 0.26, 0.23, 0.26, 0.29, 0.24, 0.23, 0.23, 0.23, 0.22, 0.25, 0.24], "e_lumo_ev": [-9.59, -9.17], "total_charge": 2, "orbital_gap_ev": [6.03, 6.34], "de_lowest_kj_mol": 119.9, "e_homo_ev": [-15.61, -15.52]}

(2)
{"formula": "C17H17ClN3O8RuSe2", "method": "ωB97M-V/def2-TZVPD", "species": ["Ru", "Se", "Se", "Cl", "O", "O", "O", "O", "O", "O", "O", "O", "N", "N", "N", "C", "C", "C", "C", "C", "C", "C", "C", "C", "C", "C", "C", "C", "C", "C", "C", "C", "H", "H", "H", "H", "H", "H", "H", "H", "H", "H", "H", "H", "H", "H", "H", "H", "H"], "coordinates": [[0.5159, 0.3600, 0.0730], [-0.8442, 1.9733, 1.0211], [-0.2968, 0.4622, -2.1332], [2.9839, 1.5760, -1.3349], [-3.6779, 3.0474, -0.4192], [-1.3830, -6.2045, 1.7425], [2.5841, 2.3036, -2.4902], [4.2795, 1.9458, -0.8617], [2.9089, 0.1414, -1.5430], [-0.5327, 5.2097, -2.3085], [0.2299, -6.4679, 3.1452], [1.9866, 1.8710, -0.1913], [-0.3904, -5.8280, 2.3321], [-0.7174, -1.2207, 0.5064], [1.8988, -0.8689, 0.9810], [1.3600, -2.0913, 1.2631], [-1.4716, 3.1367, -1.5662], [-0.6818, -3.4660, 1.4078], [-2.8311, 2.4436, -1.3812], [-0.0500, -2.2805, 1.0467], [3.1880, -0.6504, 1.2019], [3.5091, -2.8867, 1.9644], [1.4918, -4.3590, 2.1076], [-0.7477, 3.4401, -0.2526], [-0.5923, 2.3511, -2.5294], [-2.0901, -3.5113, 1.2547], [0.1693, -4.5080, 1.9397], [4.0301, -1.6516, 1.6937], [-2.0232, -1.2970, 0.3403], [2.1320, -3.1217, 1.7704], [-2.7428, -2.4349, 0.7248], [-1.7549, 4.4984, -2.2268], [4.1416, -3.6868, 2.3302], [-2.4930, 5.0272, -1.6178], [-2.1877, 4.3271, -3.2179], [2.0702, -5.1762, 2.5172], [0.2954, 3.7023, -0.4059], [-1.0765, 2.2956, -3.5086], [-2.6845, 1.3809, -1.1777], [-2.6387, -4.3895, 1.5495], [-0.6634, 6.0218, -2.8062], [-3.8150, -2.4488, 0.5894], [3.5586, 0.3418, 0.9881], [-3.2943, 2.9486, 0.4576], [-1.2222, 4.2781, 0.2599], [-3.3729, 2.5102, -2.3268], [-2.5073, -0.4403, -0.1045], [0.3757, 2.8239, -2.6643], [5.0738, -1.4277, 1.8595]], "nbo_charge": [0.52, 0.35, 0.36, 2.51, -0.70, -0.36, -0.78, -0.77, -0.84, -0.73, -0.33, -0.85, 0.53, -0.42, -0.46, 0.17, -0.14, -0.08, -0.06, 0.22, 0.16, -0.06, -0.13, -0.58, -0.57, -0.09, 0.07, -0.24, 0.11, -0.08, -0.23, -0.05, 0.25, 0.19, 0.17, 0.27, 0.28, 0.25, 0.16, 0.27, 0.49, 0.25, 0.26, 0.47, 0.26, 0.20, 0.23, 0.28, 0.26], "e_lumo_ev": [-5.76, -5.76], "total_charge": 1, "orbital_gap_ev": [5.99, 6.00], "de_lowest_kj_mol": 117.1, "e_homo_ev": [-11.75, -11.76]}

(3)
{"formula": "C17H17F8N3O2S2", "method": "ωB97M-V/def2-TZVPD", "species": ["S", "S", "F", "F", "F", "F", "F", "F", "F", "F", "O", "O", "N", "N", "N", "C", "C", "C", "C", "C", "C", "C", "C", "C", "C", "C", "C", "C", "C", "C", "C", "C", "H", "H", "H", "H", "H", "H", "H", "H", "H", "H", "H", "H", "H", "H", "H", "H", "H"], "coordinates": [[-1.9741, 2.8280, -1.1251], [-3.2723, 3.7928, 2.6294], [2.1353, 1.8385, -0.9158], [0.8221, -0.6399, -2.6827], [0.4180, 1.1393, -3.7805], [3.5274, -0.0776, -2.8663], [2.5345, 0.3779, -4.7030], [0.6128, 2.7234, -2.0076], [1.5676, -3.1466, 3.7700], [3.0670, 2.0114, -3.4365], [-3.3652, 2.9797, -0.7847], [-1.2991, 4.0718, -0.8675], [-3.1819, 1.4135, 1.2502], [0.0885, 0.9743, -0.5031], [0.7833, -2.9206, -0.8586], [0.5774, -0.0891, 0.1921], [-3.1466, 2.3855, 1.9987], [2.6578, 0.7561, -3.4176], [-1.3976, -0.1480, 1.6359], [1.8847, -0.7892, -0.0707], [1.2152, 0.6226, -2.8059], [-0.1429, -0.6574, 1.2630], [0.3982, -1.7653, 2.0731], [-1.8710, 0.0956, 4.1041], [-2.1980, -0.6580, 2.7898], [0.9584, 1.5257, -1.5375], [-2.0402, 2.4408, -2.8857], [-1.9012, 0.9337, 0.8438], [1.8065, -2.2172, -0.6257], [-1.1777, 1.4717, -0.2007], [3.1599, -2.8123, -0.9715], [-0.1614, -3.0182, 2.1039], [3.1663, -3.8907, -0.8380], [2.3849, -0.8608, 0.9065], [-2.0721, -1.7205, 2.9636], [-2.3402, -0.4636, 4.9172], [-0.0501, -2.3793, -0.6084], [3.3086, -2.6004, -2.0401], [-0.5453, -3.4327, 3.0312], [3.9746, -2.3017, -0.4513], [-0.2825, -3.6496, 1.2169], [-3.0019, 2.7653, -3.2766], [1.2984, -1.6383, 2.6946], [-1.2144, 2.8960, -3.4259], [-0.7968, 0.1224, 4.3037], [-2.2749, 1.1109, 4.1119], [2.6007, -0.2642, -0.7036], [-1.9827, 1.3511, -2.9871], [-3.2579, -0.4868, 2.5782]], "nbo_charge": [2.13, 0.20, -0.31, -0.27, -0.31, -0.29, -0.30, -0.27, -0.85, -0.28, -0.91, -0.91, -0.48, -0.36, -0.60, 0.31, 0.22, 0.93, 0.12, -0.57, 0.55, 0.04, -0.45, -0.59, -0.47, 0.80, -0.86, 0.15, 0.36, -0.13, -0.67, -0.15, 0.26, 0.30, 0.26, 0.23, 0.32, 0.23, 0.22, 0.22, 0.18, 0.28, 0.34, 0.26, 0.23, 0.20, 0.25, 0.24, 0.24], "e_lumo_ev": -2.38, "orbital_gap_ev": 4.74, "e_homo_ev": -7.12}

(4)
{"formula": "C17H17FFeO7", "method": "ωB97M-V/def2-TZVPD", "species": ["Fe", "F", "O", "O", "O", "O", "O", "O", "O", "C", "C", "C", "C", "C", "C", "C", "C", "C", "C", "C", "C", "C", "C", "C", "C", "C", "H", "H", "H", "H", "H", "H", "H", "H", "H", "H", "H", "H", "H", "H", "H", "H", "H"], "coordinates": [[1.0265, 2.5721, 3.3862], [-0.8904, -0.6147, -2.9015], [-3.0518, -1.5956, -1.8934], [3.3626, 4.3007, 3.8808], [-0.3920, 4.9934, 4.3605], [1.2810, 2.4044, 6.3848], [1.5797, -1.1591, -1.6652], [0.5389, -3.1357, -1.3276], [-1.9622, -3.0140, -0.5417], [0.4230, 0.1025, 1.7361], [-0.7225, -1.0818, -1.6017], [1.6635, 2.0960, 0.8788], [0.0401, 4.1432, 3.6648], [-1.9558, -2.0034, -1.2294], [2.8421, -1.8710, -1.6618], [0.9695, 2.1333, -0.3666], [1.4335, 1.1456, 1.8864], [1.2316, 2.1798, 5.2406], [0.1763, 1.2874, -1.0895], [-5.4800, -1.5184, -1.9519], [-4.2896, -2.3438, -1.5334], [3.9101, -0.8172, -1.7901], [2.6025, 3.4331, 3.7506], [0.5080, -1.9487, -1.5335], [-0.6199, 0.0782, -0.6627], [-0.2163, -0.4312, 0.6760], [-1.6643, 0.3586, -0.7774], [3.6629, 0.0344, -1.1501], [-5.3757, -0.4764, -1.6206], [-0.5418, -1.4611, 0.7366], [2.2207, 0.9697, 2.6579], [2.8391, -2.5689, -2.5079], [-4.2910, -2.5127, -0.4593], [-4.2659, -3.2961, -2.0686], [1.0611, 3.1265, -0.8192], [-5.5943, -1.4885, -3.0293], [4.9018, -1.2311, -1.5860], [2.4484, 2.8613, 1.0425], [2.9561, -2.4816, -0.7599], [3.8847, -0.4869, -2.8238], [-0.0602, 1.5684, -2.1247], [0.1985, -0.3425, 2.7055], [-6.3885, -1.9081, -1.5112]], "nbo_charge": [0.68, -0.33, -0.51, -0.46, -0.42, -0.44, -0.50, -0.55, -0.56, -0.24, 0.21, -0.29, 0.43, 0.77, -0.07, -0.29, -0.57, 0.42, -0.16, -0.63, -0.07, -0.63, 0.39, 0.76, -0.34, -0.18, 0.23, 0.23, 0.22, 0.21, 0.24, 0.19, 0.20, 0.19, 0.21, 0.21, 0.21, 0.20, 0.19, 0.21, 0.21, 0.20, 0.22], "e_lumo_ev": [-1.01, -2.21], "spin_multiplicity": 5, "orbital_gap_ev": [4.62, 5.52], "de_lowest_kj_mol": 0.0, "e_homo_ev": [-5.62, -7.74]}

(5)
{"formula": "C17H17N2O3", "method": "ωB97M-V/def2-TZVPD", "species": ["O", "O", "O", "N", "N", "C", "C", "C", "C", "C", "C", "C", "C", "C", "C", "C", "C", "C", "C", "C", "C", "C", "H", "H", "H", "H", "H", "H", "H", "H", "H", "H", "H", "H", "H", "H", "H", "H", "H"], "coordinates": [[3.4740, -0.5476, -0.9752], [-0.5316, -0.4898, -2.2571], [1.3481, 0.7434, -1.9434], [4.0797, 0.2856, 2.3484], [1.1642, 3.7548, 2.5699], [-1.6094, 0.0037, 2.5242], [-0.9401, 0.6652, -2.9501], [-3.3703, 1.4798, 1.8659], [3.0383, 0.7922, 2.2460], [3.3096, -2.6906, -0.1050], [2.7209, -1.4935, -0.7853], [1.7454, 1.3067, 2.1097], [0.4964, -2.6721, -1.0084], [-1.1315, 1.9047, 1.1468], [-0.6777, 0.7788, 1.8342], [0.7423, 0.4353, 1.8796], [1.3560, -1.4807, -1.1874], [-2.4636, 2.2462, 1.1627], [-2.3894, 0.5848, -3.3787], [1.4783, 2.6577, 2.3471], [0.7547, -0.3221, -1.8118], [-2.9393, 0.3580, 2.5442], [-0.4216, 2.5057, 0.6045], [-2.5367, -0.2457, -4.0688], [-3.6475, -0.2384, 3.0958], [4.1113, -3.1003, -0.7184], [-4.4132, 1.7562, 1.8863], [0.8858, -3.5292, -1.5570], [-0.2630, 0.7697, -3.8106], [2.5844, -3.4812, 0.0804], [-0.7489, 1.5287, -2.2953], [-2.8004, 3.1180, 0.6269], [-3.0292, 0.4034, -2.5155], [3.7379, -2.3905, 0.8514], [-1.2722, -0.8659, 3.0649], [-2.7364, 1.4943, -3.8716], [-0.5079, -2.4770, -1.3821], [1.0034, -0.6051, 1.7908], [0.3990, -2.9435, 0.0420]], "nbo_charge": [-0.66, -0.55, -0.68, -0.28, -0.31, -0.17, -0.07, -0.20, 0.29, -0.70, 0.49, -0.31, -0.62, -0.10, -0.12, 0.03, -0.45, -0.23, -0.62, 0.30, 0.73, -0.22, 0.22, 0.20, 0.21, 0.21, 0.21, 0.18, 0.17, 0.19, 0.19, 0.21, 0.20, 0.22, 0.21, 0.20, 0.22, 0.24, 0.17], "e_lumo_ev": 1.95, "total_charge": -1, "orbital_gap_ev": 5.05, "de_lowest_kj_mol": 50.0, "e_homo_ev": -3.10}

(6)
{"formula": "C17H17N3O4S", "method": "ωB97M-V/def2-TZVPD", "species": ["S", "O", "O", "O", "O", "N", "N", "N", "C", "C", "C", "C", "C", "C", "C", "C", "C", "C", "C", "C", "C", "C", "C", "C", "C", "H", "H", "H", "H", "H", "H", "H", "H", "H", "H", "H", "H", "H", "H", "H", "H", "H"], "coordinates": [[3.9039, 0.6577, 0.8476], [2.5381, -2.2082, -2.2416], [-3.7285, 0.1136, -2.1058], [-0.8095, -1.7450, 1.7854], [-1.4483, 0.9602, 1.5341], [5.5409, 1.0242, -1.1074], [-4.0605, 1.4064, -1.8612], [3.9189, -0.5482, -1.6400], [-2.7498, 0.3845, 1.4189], [-3.2537, 0.4886, 0.0183], [2.7142, -1.2137, -1.5734], [-0.4335, -3.0907, 1.9660], [-3.2341, -0.4420, -0.9877], [4.4780, 0.3685, -0.7921], [-3.7846, 1.6545, -0.6106], [5.2223, 1.7579, 1.0393], [1.6660, -0.6219, -0.7061], [-2.7916, -1.8563, -1.0464], [5.9650, 1.8138, -0.0919], [1.3233, 0.7202, -0.8050], [0.2665, 1.2035, -0.0589], [-0.0954, -0.9796, 0.9115], [-4.0143, 2.9802, 0.0111], [0.9470, -1.4637, 0.1364], [-0.4510, 0.3812, 0.7995], [-1.7883, -1.9160, -1.4693], [5.3514, 2.2890, 1.9593], [-3.3673, 0.9820, 2.0937], [1.2344, -2.5020, 0.1763], [1.8567, 1.3741, -1.4779], [-4.7983, 2.9082, 0.7640], [-4.3155, 3.6928, -0.7505], [6.8383, 2.4207, -0.2430], [-1.1098, -3.4827, 2.7244], [-0.5478, -3.6690, 1.0438], [4.5428, -0.8644, -2.3759], [0.5967, -3.1727, 2.3237], [-0.0272, 2.2391, -0.1273], [-3.1039, 3.3225, 0.4995], [-2.7815, -2.2855, -0.0487], [-2.7461, -0.6570, 1.7533], [-3.4637, -2.4246, -1.6853]], "nbo_charge": [0.38, -0.57, -0.28, -0.52, -0.51, -0.48, -0.14, -0.63, -0.09, -0.22, 0.68, -0.26, 0.37, 0.24, 0.17, -0.46, -0.17, -0.67, -0.04, -0.19, -0.22, 0.31, -0.65, -0.27, 0.25, 0.24, 0.24, 0.20, 0.24, 0.23, 0.22, 0.24, 0.21, 0.20, 0.18, 0.43, 0.18, 0.23, 0.23, 0.23, 0.21, 0.24], "e_lumo_ev": 0.36, "smiles": "COc1cc(C(=O)Nc2nccs2)ccc1OCc1c(C)noc1C", "orbital_gap_ev": 8.92, "de_lowest_kj_mol": 332.6, "e_homo_ev": -8.56}